No. 1
Molecular formula: C2H8NO
Method: DFT, ωB97M-V/def2-TZVPD

Last columns: bonded neighbours and bond lengths (Å).
Element x y z (Å)
1 O -1.67912 -2.40514 0.72610  H2 0.923
2 H -1.65360 -3.27642 1.03075  O1 0.923
3 C 0.31485 0.45861 1.08609  N4 1.577, H6 1.120, H7 1.100, H8 1.120
4 N -0.41964 0.44501 -0.30944  C3 1.577, C5 1.511, H9 1.005
5 C 0.47493 0.90666 -1.43568  N4 1.511, H10 1.176, H11 1.157, H12 1.193
6 H 0.60382 -0.61156 1.24952  C3 1.120
7 H -0.41248 0.66663 1.88401  C3 1.100
8 H 1.13104 1.21875 1.18696  C3 1.120
9 H -0.67520 -0.52248 -0.40096  N4 1.005
10 H 1.56722 0.50023 -1.27527  C5 1.176
11 H 0.14884 0.54022 -2.48361  C5 1.157
12 H 0.59933 2.07950 -1.25847  C5 1.193

## Properties
energy relative to the best compared isomer or geometry (same formula, charge and spin) = 156.6 kJ/mol
DFT total energy = -210.924602 hartree
orbital gap = 6.40 eV
net charge = -1

Partial charges, natural (NBO), in e: -1.3782, 0.3903, -0.4479, -0.6526, -0.4268, 0.2271, 0.1990, 0.1614, 0.4110, 0.1430, 0.2014, 0.1722

No. 2
Molecular formula: H3IN2
Method: DFT, ωB97M-V/def2-TZVPD

Last columns: bonded neighbours and bond lengths (Å).
Element x y z (Å)
1 N -1.36877 0.27041 -0.36613  H4 1.016, H5 1.024
2 N 1.56816 -0.17996 0.91094  I3 1.947, H6 1.022
3 I 1.94342 1.44560 1.91397  N2 1.947
4 H -1.68499 -0.69432 -0.33735  N1 1.016
5 H -0.59561 0.35810 0.30006  N1 1.024
6 H 1.80193 -0.02367 -0.07119  N2 1.022

## Properties
energy relative to the best compared isomer or geometry (same formula, charge and spin) = 485.9 kJ/mol
DFT total energy = -408.750047 hartree
orbital gap (alpha / beta) = 4.47 / 4.46 eV
net charge = 0

Partial charges, natural (NBO), in e: -0.6394, -0.8218, 0.4936, 0.3070, 0.3180, 0.3426

What is the energy relative to the best compared isomer or geometry (same formula, charge and spin) in the second record?
485.9 kJ/mol

Among the records above, which one has the highest energy relative to the best compared isomer or geometry (same formula, charge and spin)?
H3IN2

Repeat the first record exactly.
Molecular formula: C2H8NO
Method: DFT, ωB97M-V/def2-TZVPD

Last columns: bonded neighbours and bond lengths (Å).
Element x y z (Å)
1 O -1.67912 -2.40514 0.72610  H2 0.923
2 H -1.65360 -3.27642 1.03075  O1 0.923
3 C 0.31485 0.45861 1.08609  N4 1.577, H6 1.120, H7 1.100, H8 1.120
4 N -0.41964 0.44501 -0.30944  C3 1.577, C5 1.511, H9 1.005
5 C 0.47493 0.90666 -1.43568  N4 1.511, H10 1.176, H11 1.157, H12 1.193
6 H 0.60382 -0.61156 1.24952  C3 1.120
7 H -0.41248 0.66663 1.88401  C3 1.100
8 H 1.13104 1.21875 1.18696  C3 1.120
9 H -0.67520 -0.52248 -0.40096  N4 1.005
10 H 1.56722 0.50023 -1.27527  C5 1.176
11 H 0.14884 0.54022 -2.48361  C5 1.157
12 H 0.59933 2.07950 -1.25847  C5 1.193

## Properties
energy relative to the best compared isomer or geometry (same formula, charge and spin) = 156.6 kJ/mol
DFT total energy = -210.924602 hartree
orbital gap = 6.40 eV
net charge = -1

Partial charges, natural (NBO), in e: -1.3782, 0.3903, -0.4479, -0.6526, -0.4268, 0.2271, 0.1990, 0.1614, 0.4110, 0.1430, 0.2014, 0.1722

Among the records above, which one has the lowest DFT total energy?
H3IN2